1.
An isolated molecule of C22H28FN3O3 in a non-equilibrium geometry. Source: the OMol25 dataset; level of theory: ωB97M-V/def2-TZVPD.

Geometry as XYZ:
```
57
Properties=species:S:1:pos:R:3:forces:R:3
C -2.7396 -2.2704 -3.9637 0.1 0.3 -0.1
H -2.0593 -1.9516 -3.1776 0.1 -0.1 0.1
H -3.4789 -2.9366 -3.5248 -0.1 -0.1 0.1
H -2.1705 -2.8257 -4.7057 0.1 -0.1 0.0
C -3.4256 -1.0690 -4.6069 -0.2 -0.2 0.1
C -4.3604 -1.5213 -5.7248 0.2 0.2 0.1
H -3.8083 -2.0768 -6.4790 0.0 -0.1 -0.1
H -5.1413 -2.1660 -5.3274 -0.1 -0.1 0.0
H -4.8315 -0.6668 -6.2057 -0.1 0.1 -0.1
H -2.6582 -0.4139 -5.0343 0.0 0.0 0.0
C -4.2159 -0.2736 -3.5551 0.2 -0.1 -0.1
C -3.3290 0.2931 -2.5078 0.2 0.3 0.4
N -3.3906 -0.0883 -1.2607 -0.9 -0.8 -0.4
O -2.4521 0.6060 -0.5699 0.7 0.7 0.2
C -1.7975 1.4264 -1.4146 -0.2 0.0 -0.8
C -2.3096 1.2730 -2.6676 0.2 0.0 0.7
H -2.0152 1.7751 -3.5641 0.1 0.1 -0.2
C -0.7054 2.2754 -0.8528 -0.1 0.0 0.1
N 0.2478 1.4713 -0.1188 -0.5 0.1 0.1
C 1.5229 1.2920 -0.5353 0.0 -0.4 0.5
O 1.9878 1.8440 -1.5068 0.3 0.2 -0.4
C 2.3170 0.3689 0.3825 0.4 0.3 -0.2
H 1.6794 -0.4671 0.6888 0.0 0.1 0.0
C 3.5874 -0.1627 -0.2689 -0.2 -0.1 0.0
H 3.3553 -0.6623 -1.2105 0.1 0.1 0.0
C 4.2598 -1.1364 0.6908 0.0 0.0 -0.1
C 4.2105 -0.7734 2.1659 0.0 -0.1 -0.3
O 4.7998 -1.4516 2.9880 0.2 -0.3 0.2
N 3.4640 0.2918 2.5423 -0.1 0.1 0.2
C 2.7446 1.1477 1.6252 -0.2 0.1 -0.3
H 3.3793 1.9912 1.3180 -0.1 0.0 0.0
H 1.8707 1.5524 2.1421 0.1 0.0 0.0
C 3.3697 0.5940 3.9569 0.2 -0.3 0.3
H 3.1467 1.6566 4.0687 0.0 0.0 0.0
H 4.3382 0.3766 4.4140 -0.1 0.1 0.0
C 2.2970 -0.2646 4.6550 0.2 0.2 -0.1
C 0.9733 -0.1421 3.9616 -0.1 -0.1 0.0
C 0.5490 -1.1185 3.0670 0.0 0.0 0.1
C -0.6368 -0.9744 2.3654 0.0 0.0 0.0
C -1.4228 0.1540 2.5371 -0.1 0.1 0.1
C -0.9961 1.1137 3.4388 0.1 0.0 0.0
C 0.1808 0.9850 4.1511 -0.2 0.0 -0.1
H 0.4714 1.7594 4.8447 0.0 0.1 0.1
F -1.7445 2.2242 3.6155 0.1 -0.1 0.0
H -2.3458 0.2860 1.9956 -0.1 0.0 0.0
H -0.9567 -1.7405 1.6753 0.0 -0.1 -0.1
H 1.1558 -2.0004 2.9242 0.1 -0.1 0.0
H 2.6334 -1.3012 4.6378 0.0 0.0 0.1
H 2.2182 0.0623 5.6927 0.0 -0.1 0.1
H 5.3100 -1.2802 0.4307 0.0 -0.1 0.1
H 3.7858 -2.1202 0.6192 0.1 0.0 0.1
H 4.2436 0.6776 -0.4990 0.0 0.0 -0.1
H -0.1176 0.9364 0.6570 0.2 0.0 0.0
H -0.1635 2.7669 -1.6635 -0.1 0.0 0.1
H -1.1343 3.0323 -0.1845 0.1 0.0 -0.1
H -4.7444 0.5462 -4.0481 -0.1 0.0 0.0
H -4.9479 -0.9235 -3.0741 -0.1 0.0 0.0
```
Positions in Å, forces in eV/Å.

## Properties
- Electronic energy: -36599.4892 eV
- Frontier orbital gap: 9.9 eV
- HOMO energy: -0.339 hartree
- Charge: 0

***

2.
A cluster of 10 separate species, C34H92N4O14 in total in a non-equilibrium geometry. Source: the OMol25 dataset; level of theory: ωB97M-V/def2-TZVPD.

Geometry as XYZ:
```
144
Properties=species:S:1:pos:R:3:forces:R:3
C -2.3699 -1.1232 -3.4359 -0.7 1.6 -0.6
O -2.4058 0.2908 -3.8438 1.1 -0.6 -0.6
C -1.0728 0.7089 -4.1725 -1.3 1.1 0.7
C -1.1667 2.2632 -4.4704 1.3 -2.4 1.5
N -0.2450 2.7160 -5.4439 -1.8 2.3 -1.0
C -0.4035 4.1891 -5.8205 0.0 -0.5 0.5
C -1.6669 4.4185 -6.7067 -0.4 0.6 -0.5
O -2.8255 4.6465 -5.9412 0.8 0.0 -0.1
C -4.0400 5.1592 -6.5710 -0.1 -1.3 1.2
H -2.0374 -1.6869 -4.3076 0.1 -0.4 0.3
H -3.4161 -1.3334 -3.2135 0.2 -0.3 0.1
H -1.7362 -1.2275 -2.5552 0.1 -0.2 -0.1
H -0.6172 0.2144 -5.0305 -0.2 -0.5 -0.2
H -0.5024 0.5125 -3.2647 0.6 0.3 -0.2
H -0.9614 2.7768 -3.5312 -0.6 0.5 -0.1
H -2.1573 2.4402 -4.8894 -0.6 0.4 0.1
H -0.1442 2.0765 -6.2191 0.7 -0.3 -0.4
H 0.4871 4.5704 -6.3200 0.0 -0.4 -0.1
H -0.5220 4.7375 -4.8860 0.0 -0.1 0.0
H -1.7426 3.6350 -7.4607 -0.3 -0.6 0.1
H -1.5203 5.2946 -7.3384 0.7 0.4 0.2
H -4.0131 5.9601 -7.3099 0.8 0.0 0.0
H -4.5679 5.4906 -5.6768 -0.3 0.2 -0.4
H -4.5621 4.2823 -6.9540 -0.2 0.2 -0.3
C -2.1850 -4.8996 -2.6111 -0.6 0.9 0.8
O -2.3033 -4.7781 -1.1887 1.5 1.4 0.0
C -1.1736 -4.0396 -0.6328 -0.2 -0.5 0.1
C -1.3215 -3.9379 0.8819 -0.8 0.1 -0.2
N -1.5834 -5.2002 1.5356 -0.7 1.1 -0.4
C -0.4984 -6.0796 1.3575 0.8 -1.0 0.9
C -0.7809 -7.3316 2.1746 1.9 0.6 -1.1
O -1.7333 -8.1058 1.5435 -1.7 0.2 0.1
C -1.9345 -9.3047 2.2302 1.2 -1.2 0.1
H -1.8783 -3.9629 -3.0766 0.5 0.3 0.1
H -3.2171 -4.9688 -2.9545 0.2 -1.0 -0.3
H -1.4599 -5.6650 -2.8876 -0.4 -0.3 -0.2
H -1.0447 -3.0138 -0.9780 -0.7 0.3 -0.6
H -0.2440 -4.5118 -0.9506 0.1 -0.5 0.1
H -2.1457 -3.2506 1.0730 -0.3 -0.1 0.0
H -0.4719 -3.4521 1.3618 0.4 -0.1 -0.3
H -2.3743 -5.6348 1.0821 -0.5 0.1 0.1
H 0.3986 -5.6027 1.7524 0.2 0.0 0.3
H -0.2231 -6.3252 0.3318 -0.3 -0.3 -0.4
H -1.0157 -7.0048 3.1876 -0.2 -0.4 0.2
H 0.1514 -7.8929 2.1122 0.4 -0.3 0.7
H -1.9708 -9.2443 3.3180 -1.0 0.6 0.2
H -1.0094 -9.8774 2.1660 0.4 -0.5 -0.5
H -2.7113 -9.9240 1.7817 -0.2 0.5 0.2
C 1.9750 3.7736 -2.1601 -0.4 -0.3 0.3
O 3.0235 3.3916 -1.3223 1.3 0.4 -0.6
C 2.7108 2.8971 -0.0130 -0.2 0.4 -0.8
C 3.8697 2.0454 0.4343 -0.4 1.0 -0.4
N 5.0227 2.9092 0.7208 -1.2 -0.1 0.5
C 6.2166 2.1869 1.0568 0.9 -0.6 -2.0
C 6.6639 1.9991 2.4773 -2.2 0.9 -0.4
O 5.7358 1.1463 3.1953 0.5 0.4 -0.5
C 5.9402 1.2018 4.6133 0.6 -0.2 -0.8
H 1.4451 2.9098 -2.5616 -0.6 -0.6 0.5
H 2.2978 4.2177 -3.1018 0.7 0.6 0.4
H 1.2987 4.4278 -1.6099 -0.3 0.2 -0.3
H 1.7944 2.3278 -0.1685 -0.2 -0.2 0.8
H 2.6561 3.7150 0.7055 -0.6 0.3 -0.1
H 3.9993 1.4103 -0.4421 0.6 -0.8 0.2
H 3.5366 1.5270 1.3334 0.4 -0.3 -0.2
H 5.2727 3.4226 -0.1123 -0.6 0.2 -0.1
H 6.9708 2.7799 0.5394 0.7 0.0 0.5
H 6.2170 1.2960 0.4288 0.2 -0.9 0.4
H 6.5150 3.0343 2.7845 0.4 0.1 1.1
H 7.7298 1.7771 2.4262 0.0 -0.7 0.7
H 5.2043 0.6256 5.1743 -0.2 -0.1 -0.5
H 5.8895 2.2346 4.9580 0.3 0.0 0.1
H 6.9156 0.7304 4.7338 0.2 0.3 0.8
C 1.8927 2.5446 3.4995 -0.6 0.9 -0.3
O 0.9204 1.7066 4.0575 -0.1 -2.2 0.0
C 0.6941 0.4318 3.3829 -0.7 1.0 0.1
C 1.8799 -0.4608 3.2844 0.8 -0.8 0.0
N 1.5440 -1.7260 2.5659 0.4 0.8 1.1
C 2.6092 -2.7264 2.7108 0.3 0.7 -1.1
C 4.0183 -2.3221 2.1187 -1.7 -0.7 0.2
O 3.9549 -2.0617 0.6958 0.6 0.5 0.2
C 5.2950 -1.8187 0.1870 -0.3 -0.4 0.9
H 1.3825 3.0602 2.6858 0.4 0.3 -0.5
H 2.8262 2.1077 3.1449 -0.1 -0.3 0.2
H 2.1306 3.3003 4.2480 0.1 -0.1 0.1
H 0.3239 0.5216 2.3617 -0.1 0.8 -0.4
H -0.1424 -0.0478 3.8914 0.2 0.0 0.4
H 2.2785 -0.6397 4.2830 -0.1 -0.4 0.1
H 2.6859 0.0455 2.7533 0.1 0.3 -0.1
H 1.4265 -1.4404 1.6043 0.0 -0.4 -0.3
H 2.2727 -3.6612 2.2624 0.0 0.0 -0.3
H 2.7211 -2.9460 3.7726 0.2 0.1 0.1
H 4.6195 -3.2165 2.2819 0.6 0.2 0.1
H 4.3670 -1.4497 2.6713 0.4 0.0 -0.2
H 5.8974 -2.6643 0.5190 0.2 -0.2 -0.5
H 5.7783 -0.9506 0.6354 -0.4 0.3 0.2
H 5.3279 -1.6784 -0.8934 -0.5 -0.3 0.1
O 1.3768 -2.2201 -0.5280 -0.7 0.0 -0.3
H 1.4058 -2.9778 -1.1122 0.0 -0.3 -0.2
H 2.2862 -2.0892 -0.2594 0.9 0.1 0.4
C -1.6318 3.6565 2.9453 -1.3 -0.9 0.2
C -2.5603 2.9428 4.0059 0.2 0.0 -0.8
O -3.5665 3.8507 4.4558 0.5 0.5 0.1
H -2.2229 3.7865 2.0387 -0.3 0.5 0.1
H -0.8230 3.0336 2.5632 0.2 -0.2 0.7
H -1.2526 4.6171 3.2938 -0.1 -0.1 0.1
H -1.9952 2.4722 4.8104 0.3 0.5 0.3
H -3.1364 2.1135 3.5953 0.4 -0.3 -0.8
H -4.2032 3.3543 4.9753 0.0 0.0 0.1
C 2.0998 -0.3801 -3.6388 -1.4 -0.4 -0.3
C 3.4576 -0.7341 -3.1456 1.4 0.0 0.4
O 3.8477 -2.0848 -3.4574 -0.7 0.4 0.0
H 1.9488 -0.4147 -4.7177 0.5 0.1 -0.2
H 1.7187 0.5735 -3.2733 0.5 0.3 0.1
H 1.3510 -1.0774 -3.2632 0.1 -0.3 0.2
H 3.5103 -0.5774 -2.0682 -0.3 -0.2 0.3
H 4.2293 -0.0540 -3.5060 -0.1 0.2 -0.4
H 4.7878 -2.1005 -3.6515 0.0 0.0 0.0
C -3.6490 -1.7131 3.0412 -1.0 -0.8 -0.6
C -4.3572 -1.0790 1.7938 0.6 0.3 2.2
O -5.6142 -1.7314 1.5308 1.2 0.2 -0.1
H -3.4396 -2.7529 2.7900 -0.1 -0.2 0.2
H -4.3244 -1.7063 3.8967 -0.2 0.0 -0.1
H -2.7004 -1.3325 3.4198 0.0 0.7 -0.6
H -3.6231 -1.0667 0.9881 -0.5 -0.2 -0.5
H -4.5821 -0.0539 2.0880 0.1 0.3 -0.3
H -6.1629 -1.0336 1.1653 -0.3 -0.2 -0.1
C -1.9453 1.5166 -0.0224 -1.2 0.5 -0.3
C -1.4551 0.0939 0.0026 1.1 0.9 -0.2
O -0.1452 0.1236 -0.6162 -1.0 -0.1 0.1
H -2.3133 1.7686 -1.0170 0.0 -0.1 -0.3
H -1.2599 2.3300 0.2157 0.4 -0.5 0.4
H -2.8241 1.6286 0.6127 0.0 0.0 0.2
H -2.1529 -0.5261 -0.5603 0.0 -0.2 -0.1
H -1.4039 -0.2991 1.0180 0.2 -0.1 0.1
H 0.1612 -0.7860 -0.6361 0.7 -0.4 0.0
C -5.3986 3.2106 1.1686 -0.6 2.0 -0.2
C -6.7887 3.9167 0.9607 0.7 -0.6 0.7
O -7.7730 3.0191 1.4332 -0.3 -0.6 -0.2
H -4.6548 3.8695 0.7207 0.1 -0.1 -0.5
H -5.3120 2.2217 0.7184 -0.3 0.0 0.2
H -5.0891 3.2922 2.2106 -0.4 -0.7 0.2
H -6.9585 4.2352 -0.0678 0.1 -0.4 -0.3
H -6.8922 4.8263 1.5523 0.6 0.2 0.1
H -8.6360 3.4382 1.4697 0.0 0.1 -0.1
```
Positions in Å, forces in eV/Å.

## Properties
- ⟨S²⟩: 0.75
- Electronic energy: -71358.1359 eV
- 2S+1: 2
- Frontier orbital gap (spin up / spin down): 7.5 / 2.8 eV
- HOMO energy (spin up / spin down): -0.372 / -0.372 hartree
- Charge: +1

***

- Look up the electronic energy of the second one.
  -71358.1359 eV

***

- What is the formula in the first record?
  C22H28FN3O3

***

- Which formula does entry 2 have?
  C34H92N4O14

***

- Which formula does entry 1 have?
  C22H28FN3O3